Record 1
{
  "formula": "C11H17BN6OPt",
  "method": "ωB97M-V/def2-TZVPD",
  "total_charge": 0,
  "spin_multiplicity": 3,
  "energy_ev": -26591.53384,
  "de_lowest_ev": 0.0000,
  "elements": ["Pt", "O", "N", "N", "N", "N", "N", "N", "C", "C", "C", "C", "C", "C", "C", "C", "C", "C", "C", "B", "H", "H", "H", "H", "H", "H", "H", "H", "H", "H", "H", "H", "H", "H", "H", "H", "H"],
  "coordinates": [[0.092, -0.103, 0.852], [0.566, 0.818, 2.904], [-1.465, -0.249, -0.652], [0.513, 1.590, -0.143], [1.177, -0.701, -1.848], [1.138, -1.017, -0.525], [-1.197, 0.011, -1.935], [0.572, 1.694, -1.502], [1.099, 3.651, -0.605], [-1.206, -1.922, 2.591], [0.453, 0.543, 4.290], [2.066, -1.972, -0.275], [-3.349, -0.540, -1.774], [-2.782, -0.553, -0.524], [0.834, 2.753, 0.420], [2.059, -1.525, -2.450], [0.925, 2.964, -1.789], [2.640, -2.329, -1.473], [-2.325, -0.194, -2.662], [0.236, 0.428, -2.383], [1.040, 3.284, -2.835], [-1.779, -1.010, 2.726], [-2.309, -0.052, -3.764], [2.220, -1.444, -3.509], [-0.898, -2.265, 3.579], [3.416, -3.078, -1.603], [-0.289, -1.779, 1.812], [-3.190, -0.780, 0.437], [0.836, 2.796, 1.498], [2.185, -2.314, 0.733], [-1.928, -2.669, 2.288], [-0.573, 0.282, 4.634], [0.351, 0.612, -3.564], [0.787, 1.422, 4.885], [1.089, -0.293, 4.648], [1.392, 4.687, -0.445], [-4.395, -0.749, -2.039]],
  "nbo_charge": [1.17, -0.94, -0.33, -0.34, -0.30, -0.34, -0.31, -0.32, -0.35, -0.82, -0.23, -0.02, -0.34, -0.03, -0.01, 0.00, 0.00, -0.34, -0.01, 0.55, 0.23, 0.23, 0.23, 0.23, 0.23, 0.24, 0.15, 0.22, 0.27, 0.23, 0.21, 0.13, -0.02, 0.15, 0.14, 0.23, 0.24]
}



Record 2
{
  "formula": "C36H28BClN13O6Pb",
  "method": "ωB97M-V/def2-TZVPD",
  "total_charge": 2,
  "spin_multiplicity": 2,
  "energy_ev": -87872.76825,
  "de_lowest_ev": 2.7862,
  "elements": ["Pb", "Cl", "O", "O", "O", "O", "O", "O", "N", "N", "N", "N", "N", "N", "N", "N", "N", "N", "N", "N", "N", "C", "C", "C", "C", "C", "C", "C", "C", "C", "C", "C", "C", "C", "C", "C", "C", "C", "C", "C", "C", "C", "C", "C", "C", "C", "C", "C", "C", "C", "C", "C", "C", "C", "C", "C", "C", "B", "H", "H", "H", "H", "H", "H", "H", "H", "H", "H", "H", "H", "H", "H", "H", "H", "H", "H", "H", "H", "H", "H", "H", "H", "H", "H", "H", "H"],
  "coordinates": [[0.569, -0.039, 0.106], [-3.502, -5.252, 0.926], [-4.540, 0.560, 0.339], [-6.059, -3.702, 1.254], [-6.350, -1.645, 0.509], [4.199, 1.101, 3.262], [2.837, 0.234, 1.259], [-2.290, 0.861, 0.939], [3.879, -1.176, -0.283], [-2.549, 2.223, 0.721], [0.282, -1.746, -2.046], [-1.944, -3.091, 0.723], [-1.384, 2.174, -1.625], [-1.944, -1.769, 0.673], [-1.709, 0.484, 2.350], [-3.859, 4.001, -0.837], [0.618, 2.486, 0.614], [-0.391, 1.249, -1.762], [-0.343, 3.409, 0.355], [-2.511, 4.201, -0.733], [2.706, -1.220, -0.872], [-1.787, 2.571, -2.853], [-3.572, -0.018, 0.620], [-3.298, 5.982, -1.775], [-3.223, 2.779, 1.741], [1.762, -5.045, 0.811], [0.815, -5.416, -0.135], [1.480, -4.035, 1.721], [-2.396, 1.152, 3.213], [-3.210, -3.603, 0.771], [-0.862, -1.908, -2.692], [-5.585, -2.684, 0.851], [1.602, 3.134, 1.233], [0.035, 4.607, 0.853], [2.666, -1.944, -1.959], [7.539, -0.142, 2.919], [1.418, -2.752, -3.911], [3.868, -0.383, 0.863], [5.119, -0.332, 1.554], [7.449, -0.941, 1.755], [-4.093, -2.537, 0.736], [-0.419, -4.782, -0.176], [-1.051, 1.906, -3.805], [-0.188, 1.098, -3.067], [-3.222, -1.420, 0.681], [-0.947, -2.476, -3.963], [-0.685, -3.784, 0.745], [0.248, -3.400, 1.695], [1.285, 4.480, 1.410], [6.456, 0.539, 3.411], [-3.332, 2.180, 2.956], [0.212, -2.904, -4.582], [-4.327, 5.073, -1.445], [5.230, 0.449, 2.751], [1.411, -2.159, -2.654], [-2.160, 5.388, -1.313], [6.267, -1.031, 1.087], [-1.664, 3.016, -0.341], [1.031, -6.207, -0.841], [-1.134, 5.702, -1.403], [2.213, -3.755, 2.467], [-0.005, -2.640, 2.425], [1.875, 5.245, 1.884], [0.564, 0.413, -3.428], [-1.908, -2.572, -4.450], [-1.153, -5.054, -0.923], [3.416, 0.926, 2.698], [-2.576, 3.294, -2.976], [-5.858, -0.878, 0.187], [-3.617, 3.765, 1.526], [-0.613, 5.465, 0.805], [8.317, -1.477, 1.400], [2.714, -5.559, 0.849], [3.579, -2.387, -2.353], [2.351, -3.077, -4.352], [6.519, 1.146, 4.303], [0.185, -3.344, -5.569], [-1.118, 2.004, -4.875], [-1.753, -1.562, -2.182], [-3.889, 2.636, 3.757], [2.492, 2.605, 1.530], [-2.085, 0.912, 4.228], [-3.389, 6.928, -2.280], [8.488, -0.066, 3.434], [-5.386, 5.162, -1.631], [6.183, -1.625, 0.191]],
  "mulliken_spin": [-0.01, 0.00, 0.00, 0.00, 0.00, 0.05, 0.01, 0.00, 0.53, 0.00, 0.05, 0.00, 0.00, 0.00, 0.00, 0.00, 0.00, 0.00, 0.00, 0.00, -0.09, 0.00, 0.00, 0.00, 0.00, 0.00, 0.00, 0.00, 0.00, 0.00, -0.01, 0.00, 0.00, 0.00, 0.22, 0.04, 0.08, -0.07, 0.10, 0.02, 0.00, 0.00, 0.00, 0.00, 0.00, 0.07, 0.00, 0.00, 0.00, -0.02, 0.00, -0.02, 0.00, 0.06, 0.02, 0.00, -0.01, 0.00, 0.00, 0.00, 0.00, 0.00, 0.00, 0.00, 0.00, 0.00, 0.00, 0.00, 0.00, 0.00, 0.00, 0.00, 0.00, -0.02, 0.00, 0.00, 0.00, 0.00, 0.01, 0.00, 0.00, 0.00, 0.00, 0.00, 0.00, 0.00]
}



Record 3
{
  "formula": "C11H14N2",
  "method": "ωB97M-V/def2-TZVPD",
  "total_charge": 0,
  "spin_multiplicity": 1,
  "energy_ev": -14614.02619,
  "smiles": "Cc1c[nH]cn1.Cc1ccccc1",
  "de_lowest_ev": 0.3942,
  "elements": ["N", "N", "C", "C", "C", "C", "C", "C", "C", "C", "C", "C", "C", "H", "H", "H", "H", "H", "H", "H", "H", "H", "H", "H", "H", "H", "H"],
  "coordinates": [[-1.472, -0.141, -1.157], [-0.149, 1.369, -2.022], [-0.290, 0.060, -1.665], [0.137, -0.030, 2.094], [0.465, -2.337, 1.656], [1.914, -0.722, 0.621], [-0.179, -1.346, 2.383], [3.193, -0.364, -0.075], [-3.511, 1.153, -0.618], [-2.135, 1.055, -1.171], [1.173, 0.290, 1.234], [-1.343, 2.005, -1.741], [1.473, -2.028, 0.744], [1.884, -2.836, 0.150], [3.398, 0.668, 0.041], [3.273, -0.550, -1.152], [-3.530, 1.720, 0.300], [1.407, 1.316, 0.985], [0.437, 1.685, -2.776], [-1.025, -1.629, 2.995], [-1.401, 3.009, -2.130], [0.511, -0.655, -1.702], [-3.881, 0.169, -0.364], [-0.389, 0.796, 2.564], [0.235, -3.395, 1.718], [-4.227, 1.636, -1.285], [4.030, -0.899, 0.373]],
  "nbo_charge": [-0.46, -0.53, 0.17, -0.18, -0.19, -0.01, -0.23, -0.64, -0.64, 0.09, -0.23, -0.13, -0.23, 0.21, 0.21, 0.21, 0.22, 0.21, 0.41, 0.22, 0.21, 0.20, 0.23, 0.21, 0.21, 0.21, 0.22]
}